{
  "formula": "C22H18F3N5O4ReS2",
  "method": "wB97M-V/def2-TZVPD",
  "elements": ["Re", "C", "C", "N", "N", "C", "O", "C", "C", "C", "C", "C", "C", "C", "C", "C", "C", "C", "N", "H", "H", "H", "H", "H", "H", "H", "H", "H", "H", "H", "H", "N", "C", "N", "C", "C", "C", "C", "C", "C", "S", "H", "H", "H", "H", "H", "H", "F", "C", "F", "F", "S", "O", "O", "O"],
  "coordinates": [[0.995, 0.292, 0.558], [-1.648, -3.002, 1.531], [-0.814, -1.776, 1.521], [-0.344, -1.217, 0.451], [-0.518, -1.788, -0.788], [0.103, -1.097, -1.691], [0.795, 0.016, -1.288], [0.106, -1.398, -3.103], [0.780, -0.561, -3.999], [0.768, -0.860, -5.348], [0.092, -1.987, -5.801], [-0.576, -2.821, -4.911], [-0.574, -2.533, -3.562], [-0.404, -1.075, 2.739], [-0.761, -1.479, 4.012], [-0.284, -0.772, 5.105], [0.533, 0.330, 4.897], [0.855, 0.694, 3.605], [0.408, 0.005, 2.543], [-1.888, -3.308, 0.518], [-2.570, -2.817, 2.084], [-1.113, -3.815, 2.027], [1.303, 0.315, -3.641], [1.285, -0.220, -6.049], [0.086, -2.219, -6.858], [-1.096, -3.697, -5.276], [-1.085, -3.178, -2.861], [-1.402, -2.339, 4.143], [-0.543, -1.079, 6.109], [0.930, 0.902, 5.723], [1.488, 1.545, 3.392], [1.372, 3.503, 1.424], [0.170, 3.217, 0.897], [-0.226, 2.008, 0.484], [-1.564, 2.074, 0.003], [-2.328, 1.037, -0.519], [-3.620, 1.304, -0.942], [-4.166, 2.581, -0.853], [-3.419, 3.621, -0.330], [-2.128, 3.345, 0.089], [-0.994, 4.475, 0.767], [2.175, 2.920, 1.245], [1.573, 4.468, 1.635], [-1.956, 0.031, -0.608], [-4.214, 0.499, -1.353], [-5.174, 2.764, -1.195], [-3.829, 4.619, -0.254], [5.354, -1.460, -0.209], [4.827, -0.259, -0.222], [5.740, 0.670, -0.056], [4.144, -0.054, -1.336], [3.635, -0.150, 1.205], [2.898, 1.167, 1.022], [4.305, -0.333, 2.428], [2.514, -1.110, 0.892]],
  "forces_ev_per_angstrom": [[1.1, -0.1, -0.4], [0.0, 0.0, 0.0], [0.0, 0.1, 0.0], [0.0, -0.1, 0.0], [-0.1, -0.1, -0.1], [0.1, 0.0, 0.2], [-0.5, 0.3, 0.2], [0.0, -0.1, 0.0], [0.0, 0.0, 0.0], [0.0, 0.0, 0.0], [0.0, 0.0, 0.0], [0.0, 0.0, 0.0], [0.0, 0.0, 0.0], [0.0, -0.1, 0.0], [0.0, 0.0, 0.0], [0.0, 0.0, 0.0], [0.0, 0.0, -0.1], [0.0, 0.2, 0.0], [-0.2, -0.2, -0.1], [0.0, 0.0, 0.0], [0.0, 0.0, 0.0], [0.0, 0.0, 0.0], [0.0, 0.0, 0.0], [0.0, 0.0, 0.0], [0.0, 0.0, 0.0], [0.0, 0.0, 0.0], [0.0, 0.0, 0.0], [0.0, 0.0, 0.0], [0.0, 0.0, 0.0], [0.0, 0.0, 0.0], [0.0, 0.0, 0.0], [0.0, 0.0, 0.0], [0.0, 0.0, -0.1], [0.0, 0.1, 0.0], [-0.1, 0.0, 0.1], [0.0, 0.0, 0.0], [0.0, 0.0, 0.0], [0.0, 0.0, 0.0], [0.0, 0.0, 0.0], [0.0, -0.1, 0.0], [0.0, 0.0, 0.0], [0.0, 0.0, 0.0], [0.0, 0.0, 0.0], [0.0, 0.0, 0.0], [0.0, 0.0, 0.0], [0.0, 0.0, 0.0], [0.0, 0.0, 0.0], [0.0, 0.0, 0.0], [0.0, 0.0, 0.1], [0.0, 0.0, 0.0], [0.0, 0.0, 0.0], [0.0, -0.1, 0.1], [-0.2, 0.2, 0.1], [0.1, 0.1, -0.1], [-0.1, -0.2, 0.1]],
  "lowdin_spin": [0.80, 0.00, -0.01, 0.00, 0.00, 0.01, 0.07, 0.00, 0.00, 0.00, 0.00, 0.00, 0.00, 0.00, 0.00, 0.01, 0.00, 0.01, 0.02, 0.00, 0.00, 0.00, 0.00, 0.00, 0.00, 0.00, 0.00, 0.00, 0.00, 0.00, 0.00, 0.01, 0.02, 0.02, 0.00, 0.00, 0.00, 0.00, 0.00, 0.00, 0.01, 0.00, 0.00, 0.00, 0.00, 0.00, 0.00, 0.00, 0.00, 0.00, 0.00, 0.00, 0.02, 0.00, 0.01],
  "e_tot_ha": -2597.6677,
  "charge": 2,
  "e_lumo_ev": [-8.264, -7.969],
  "multiplicity": 2,
  "orbital_gap_ha": [0.222, 0.234],
  "max_force_ev_per_a": 1.2,
  "de_lowest_kcal_mol": 0.00
}

{
  "formula": "C46H35INO14",
  "method": "wB97M-V/def2-TZVPD",
  "elements": ["I", "C", "C", "C", "C", "N", "H", "H", "H", "H", "H", "H", "H", "C", "C", "C", "O", "C", "C", "C", "O", "H", "H", "H", "H", "C", "C", "C", "O", "C", "C", "C", "O", "H", "H", "H", "H", "C", "C", "C", "O", "C", "C", "C", "O", "H", "H", "H", "H", "C", "C", "C", "O", "C", "C", "C", "O", "H", "H", "H", "H", "C", "C", "C", "O", "C", "C", "C", "O", "H", "H", "H", "H", "C", "C", "C", "O", "C", "C", "C", "O", "H", "H", "H", "H", "C", "C", "C", "O", "C", "C", "C", "O", "H", "H", "H", "H"],
  "coordinates": [[-2.059, -2.033, 2.320], [-1.864, -0.800, 0.511], [-0.396, -0.721, -0.061], [0.194, 0.144, 1.116], [-0.943, 1.232, 1.109], [-2.053, 0.669, 0.736], [-2.633, -1.178, -0.201], [-0.537, 0.034, -0.875], [0.101, -1.657, -0.371], [1.219, 0.527, 0.887], [0.370, -0.358, 2.096], [-0.764, 2.296, 1.350], [-2.960, 1.141, 0.639], [2.343, 1.977, 4.671], [2.808, 1.648, 5.874], [4.016, 0.804, 6.024], [4.438, 0.503, 7.121], [4.686, 0.342, 4.788], [4.219, 0.672, 3.584], [3.014, 1.514, 3.436], [2.588, 1.819, 2.333], [1.461, 2.594, 4.541], [2.332, 1.978, 6.789], [5.567, -0.272, 4.918], [4.696, 0.343, 2.670], [2.102, -2.297, -4.952], [2.041, -2.819, -3.729], [2.272, -1.989, -2.530], [2.216, -2.465, -1.410], [2.575, -0.555, -2.737], [2.639, -0.032, -3.960], [2.404, -0.865, -5.162], [2.462, -0.389, -6.277], [1.935, -2.890, -5.841], [1.820, -3.864, -3.557], [2.743, 0.038, -1.845], [2.865, 1.013, -4.132], [6.179, -0.469, -0.527], [6.745, -0.696, -1.711], [8.152, -0.316, -1.974], [8.666, -0.521, -3.052], [8.904, 0.324, -0.871], [8.337, 0.551, 0.313], [6.932, 0.171, 0.574], [6.413, 0.376, 1.655], [5.152, -0.740, -0.316], [6.211, -1.164, -2.528], [9.931, 0.594, -1.082], [8.871, 1.018, 1.130], [-6.577, -0.480, 0.348], [-5.645, 0.436, 0.598], [-5.905, 1.874, 0.402], [-5.035, 2.697, 0.631], [-7.244, 2.270, -0.080], [-8.184, 1.358, -0.331], [-7.922, -0.086, -0.136], [-8.775, -0.919, -0.362], [-6.402, -1.540, 0.486], [-4.658, 0.176, 0.954], [-7.415, 3.330, -0.216], [-9.173, 1.628, -0.687], [-11.023, -0.058, -2.554], [-11.651, -0.999, -3.257], [-12.843, -0.678, -4.074], [-13.417, -1.535, -4.713], [-13.308, 0.727, -4.083], [-12.679, 1.668, -3.380], [-11.488, 1.346, -2.564], [-10.912, 2.207, -1.923], [-10.151, -0.274, -1.950], [-11.325, -2.031, -3.263], [-14.180, 0.943, -4.687], [-13.005, 2.701, -3.374], [-0.754, -0.453, -5.924], [-1.369, 0.501, -6.623], [-2.842, 0.642, -6.607], [-3.399, 1.509, -7.244], [-3.612, -0.317, -5.783], [-3.002, -1.271, -5.084], [-1.529, -1.412, -5.099], [-0.980, -2.284, -4.454], [0.333, -0.556, -5.938], [-0.824, 1.213, -7.231], [-4.688, -0.198, -5.784], [-3.549, -1.982, -4.476], [7.722, 0.369, 8.022], [8.188, 0.040, 9.226], [9.394, -0.804, 9.378], [9.818, -1.106, 10.473], [10.065, -1.267, 8.141], [9.598, -0.937, 6.937], [8.392, -0.094, 6.787], [7.968, 0.208, 5.687], [6.841, 0.983, 7.891], [7.711, 0.370, 10.140], [10.946, -1.882, 8.272], [10.075, -1.267, 6.023]],
  "forces_ev_per_angstrom": [[-0.1, 0.6, -0.7], [0.0, -0.4, -1.4], [-1.2, 0.5, 1.4], [0.6, 1.0, -1.3], [1.2, -1.5, 0.4], [0.8, 0.2, 1.1], [0.6, 0.4, 0.6], [0.6, -1.2, 0.0], [-0.3, 0.6, 0.4], [-1.0, 0.3, 0.1], [-0.8, 0.2, -0.6], [-0.6, -0.7, -0.2], [0.3, 0.1, 0.2], [-0.1, 0.0, 0.1], [-0.2, 0.1, -0.1], [0.3, -0.1, 0.1], [-0.1, 0.1, -0.1], [0.0, -0.1, -0.2], [-0.1, -0.1, 0.0], [0.2, 0.0, 0.0], [-0.2, -0.1, 0.0], [0.0, 0.0, 0.0], [0.0, 0.0, 0.0], [0.0, 0.1, 0.0], [-0.1, 0.1, 0.1], [0.1, -0.2, 0.1], [0.1, -0.1, -0.2], [0.0, -0.2, 0.1], [-0.1, 0.2, 0.0], [0.0, 0.2, -0.1], [0.0, 0.2, 0.3], [0.4, -0.1, -0.2], [0.1, 0.0, 0.2], [0.0, 0.0, 0.0], [0.0, 0.0, 0.0], [0.0, 0.0, 0.0], [0.0, 0.0, 0.0], [0.0, -0.1, -0.2], [-0.3, 0.0, 0.2], [0.2, 0.0, -0.2], [-0.1, 0.0, 0.1], [0.0, 0.1, 0.3], [0.2, 0.0, -0.1], [0.0, 0.0, 0.2], [0.2, -0.1, -0.3], [0.0, 0.0, 0.0], [0.0, 0.0, 0.0], [0.0, 0.0, 0.0], [0.0, 0.0, 0.0], [0.3, -0.2, 0.1], [-0.2, -0.2, -0.1], [-0.1, 0.3, 0.0], [0.3, -0.3, -0.1], [-0.1, 0.0, 0.0], [0.0, 0.2, 0.0], [-0.3, 0.0, 0.0], [0.3, 0.0, 0.1], [-0.1, 0.0, 0.0], [0.0, -0.2, 0.2], [0.0, 0.0, 0.0], [0.0, 0.0, 0.0], [0.0, -0.1, -0.1], [0.2, 0.1, 0.2], [-0.2, -0.2, -0.1], [0.1, 0.1, 0.1], [0.0, 0.3, 0.1], [-0.2, 0.0, -0.1], [0.0, 0.1, 0.0], [0.0, -0.1, 0.0], [-0.1, 0.0, 0.0], [0.0, 0.0, 0.0], [0.0, 0.0, 0.0], [0.0, 0.0, 0.0], [0.2, 0.1, -0.1], [0.3, -0.1, 0.1], [-0.1, 0.2, -0.2], [0.0, -0.1, 0.1], [-0.1, -0.2, 0.2], [-0.2, 0.1, 0.0], [0.0, 0.0, -0.1], [0.0, 0.0, 0.1], [-0.8, 0.0, -0.1], [0.0, 0.0, 0.0], [0.0, 0.0, 0.0], [0.0, 0.0, 0.0], [0.0, 0.1, 0.2], [-0.2, 0.1, -0.2], [0.1, -0.1, 0.3], [0.0, 0.0, -0.1], [0.0, 0.0, -0.3], [0.2, -0.1, 0.1], [-0.1, 0.1, -0.1], [0.0, -0.1, 0.1], [0.0, 0.0, 0.0], [0.0, 0.0, 0.0], [0.0, 0.0, 0.0], [0.0, 0.0, 0.0]],
  "lowdin_charge": [0.88, -0.65, -0.17, -0.14, 0.07, 0.06, 0.10, 0.13, 0.11, 0.11, 0.10, 0.17, 0.14, 0.01, 0.03, -0.37, 0.11, 0.04, 0.03, -0.37, 0.06, 0.12, 0.13, 0.11, 0.08, 0.02, 0.02, -0.39, 0.08, 0.01, 0.04, -0.41, 0.11, 0.14, 0.13, 0.11, 0.13, 0.02, 0.03, -0.38, 0.12, 0.03, 0.03, -0.36, 0.09, 0.11, 0.12, 0.13, 0.13, 0.04, 0.01, -0.38, 0.09, 0.04, 0.05, -0.36, 0.12, 0.13, 0.08, 0.13, 0.10, 0.03, 0.03, -0.38, 0.12, 0.03, 0.02, -0.37, 0.08, 0.08, 0.13, 0.13, 0.12, 0.03, 0.04, -0.39, 0.12, 0.02, 0.01, -0.38, 0.09, 0.08, 0.13, 0.12, 0.12, 0.02, 0.03, -0.39, 0.11, 0.03, 0.02, -0.38, 0.09, 0.11, 0.13, 0.12, 0.12],
  "e_tot_ha": -3179.1749,
  "charge": 1,
  "e_lumo_ev": -4.572,
  "multiplicity": 1,
  "orbital_gap_ha": 0.254,
  "max_force_ev_per_a": 1.9
}